Entry 1:
{
  "formula": "C3H7ClN2",
  "method": "ωB97M-V/def2-TZVPD",
  "gap_ev": [8.9159, 8.8624],
  "de_lowest_ev": 4.692,
  "e_lumo_ha": [-0.003, -0.004],
  "symbols": ["H", "C", "H", "Cl", "C", "N", "N", "H", "H", "H", "C", "H", "H"],
  "coordinates": [[2.034, 0.690, -1.165], [0.138, 0.527, -0.454], [-0.148, 1.111, -1.259], [-2.545, 0.556, -0.026], [1.553, 0.711, -0.191], [-0.230, -1.651, -0.684], [-0.610, -1.247, 0.726], [-1.200, -1.811, 1.418], [1.735, 1.679, 0.307], [-0.635, 0.812, 1.492], [-0.901, 0.122, 0.636], [-1.113, -1.482, -1.206], [1.921, -0.017, 0.405]],
  "mulliken_charge": [0.3650, -0.0564, 0.4074, -0.2341, -1.3954, -0.4905, -0.1886, 0.2365, 0.3394, 0.3041, 0.0673, 0.2489, 0.3965]
}

Entry 2:
{
  "formula": "C26H36ClIO2P3Pt",
  "method": "ωB97M-V/def2-TZVPD",
  "s_squared": 6.0715,
  "gap_ev": [5.1839, 3.7499],
  "multiplicity": 5,
  "total_charge": 3,
  "e_lumo_ha": [-0.402, -0.471],
  "symbols": ["C", "C", "C", "C", "C", "C", "C", "H", "H", "Pt", "H", "H", "H", "C", "H", "C", "C", "H", "H", "H", "H", "C", "H", "H", "H", "C", "H", "C", "C", "H", "H", "H", "P", "H", "P", "H", "H", "C", "H", "H", "O", "H", "C", "H", "H", "C", "C", "H", "C", "H", "H", "Cl", "P", "C", "H", "C", "C", "O", "H", "H", "H", "H", "I", "C", "C", "H", "H", "H", "C", "C"],
  "coordinates": [[-3.392, 0.890, 4.171], [0.333, -1.604, 5.746], [-4.497, -1.757, 1.415], [-3.989, 1.889, 3.366], [-0.863, -3.646, 5.255], [-4.217, -1.631, 2.800], [-0.722, -0.859, 5.166], [-2.615, -3.408, 3.977], [-6.726, -3.463, 4.113], [2.303, 0.138, -0.784], [1.832, 2.792, 1.665], [0.834, 3.014, -2.527], [0.898, -4.118, -1.621], [-6.114, -2.984, 3.348], [-4.079, 1.713, 2.282], [0.734, -3.061, -1.881], [-1.131, 0.005, -0.930], [1.605, 4.130, 0.526], [-0.520, 0.897, -2.889], [-1.782, 1.881, 0.512], [-0.416, -0.899, -2.858], [-1.722, -1.502, 4.438], [-0.276, -2.952, -2.295], [-4.618, 4.168, 5.802], [-0.605, -3.809, 0.477], [-0.975, -0.024, -2.443], [-0.780, 0.232, 5.338], [-3.192, 1.081, 5.533], [-0.948, 2.526, 0.774], [2.781, 2.833, 0.176], [-7.233, -3.737, 1.668], [1.199, -1.069, 6.183], [0.921, -2.079, -0.369], [-3.445, 2.416, 7.203], [-2.902, -0.627, 3.416], [-3.887, -1.257, 0.657], [2.246, -2.581, 1.624], [-5.022, -2.225, 3.764], [-0.758, 2.370, 1.844], [-2.027, -0.106, -2.776], [-2.421, -0.123, 2.080], [-1.008, -4.717, 5.410], [-5.593, -2.517, 1.002], [1.001, -3.566, 6.366], [-1.249, 3.569, 0.658], [0.093, 3.143, -1.739], [1.814, 3.068, 0.614], [0.080, 4.187, -1.402], [-6.390, -3.134, 1.984], [-1.451, -2.257, 0.352], [1.472, -2.738, -2.618], [3.351, 0.075, -2.759], [0.528, 2.113, -0.291], [0.241, -2.994, 5.822], [3.228, -2.488, 0.152], [2.284, -2.848, 0.566], [-0.518, -2.733, 0.628], [-2.187, -0.102, -0.405], [-5.810, -2.623, -0.073], [-4.759, -2.076, 4.814], [-2.702, 0.285, 6.081], [-0.381, -2.570, 1.699], [0.175, -0.096, 1.540], [-3.631, 2.258, 6.137], [-4.459, 3.058, 3.970], [2.222, -3.935, 0.475], [-4.940, 3.804, 3.330], [-0.898, 2.875, -2.109], [-1.788, -2.922, 4.503], [-4.277, 3.234, 5.353]],
  "mulliken_charge": [0.5946, -0.9305, -0.1903, -0.4821, -0.7235, 0.3781, -0.1883, 0.4212, 0.4664, 1.0488, 0.3173, 0.4035, 0.4609, -0.6929, 0.3116, -1.4361, 0.9709, 0.4292, 0.1678, 0.2888, 0.1198, 0.7277, 0.4410, 0.4310, 0.6437, -1.1652, 0.4535, -0.5448, -1.3878, 0.4972, 0.4687, 0.4614, 0.2316, 0.4598, 1.3802, 0.3284, 0.2978, -0.1241, 0.3469, 0.4211, -0.2409, 0.4550, -0.7619, 0.4769, 0.6493, -1.5098, -1.0707, 0.4863, -0.4455, 0.3242, 0.3990, -0.2880, 0.3556, -0.5606, 0.4887, -1.0462, -1.4079, -0.2889, 0.4729, 0.5420, 0.6267, 0.2599, 0.3619, -0.8182, -0.7146, 0.4541, 0.4451, 0.4814, -0.7743, -0.4549]
}

Entry 3:
{
  "formula": "C4H4O4",
  "method": "ωB97M-V/def2-TZVPD",
  "gap_ev": 7.0565,
  "de_lowest_ev": 7.451,
  "e_lumo_ha": -0.053,
  "symbols": ["O", "C", "H", "O", "C", "O", "H", "C", "O", "H", "C", "H"],
  "coordinates": [[1.868, -1.047, -1.086], [0.788, -0.184, -0.469], [-2.970, -0.142, -0.609], [-2.684, 0.536, -0.006], [0.881, 0.663, 0.499], [-0.602, 0.902, 0.877], [2.290, -1.992, 0.211], [-0.601, -0.103, -1.094], [1.777, 0.708, 1.516], [1.292, 1.039, 2.282], [-1.267, 0.375, -0.066], [-0.772, -0.753, -2.055]],
  "mulliken_charge": [-0.5846, 0.4397, 0.3146, -0.4949, 0.1280, -0.3007, 0.3195, -0.3350, -0.4527, 0.3380, 0.3501, 0.2781]
}

Entry 4:
{
  "formula": "C32H24Cl3IN3O3Ru",
  "method": "ωB97M-V/def2-TZVPD",
  "s_squared": 8.7922,
  "gap_ev": [6.8956, 5.4308],
  "multiplicity": 6,
  "e_lumo_ha": [-0.006, -0.082],
  "symbols": ["C", "H", "N", "H", "I", "Cl", "C", "C", "C", "H", "C", "H", "Cl", "C", "C", "C", "C", "H", "C", "C", "Ru", "C", "H", "C", "C", "C", "C", "H", "C", "H", "N", "H", "C", "O", "C", "C", "H", "H", "C", "C", "H", "C", "C", "H", "H", "C", "C", "C", "O", "H", "C", "O", "Cl", "H", "H", "C", "H", "H", "N", "H", "C", "H", "H", "C", "H", "C", "H"],
  "coordinates": [[2.405, -2.625, 0.925], [-4.888, 0.110, 4.098], [1.043, 0.014, -2.471], [0.461, -4.162, -5.554], [0.019, -5.236, -2.634], [0.968, -1.014, 5.298], [-3.540, -0.727, 2.653], [4.412, -1.617, 0.880], [0.385, 0.079, 2.896], [-4.990, 2.309, 2.966], [1.251, 1.448, -4.366], [-3.742, 2.697, 0.905], [0.897, -1.942, -7.228], [-4.318, 0.284, 3.194], [-2.888, 1.592, -1.523], [-1.032, 3.255, 0.523], [-0.775, 1.912, -0.066], [-3.497, -1.697, 3.133], [0.744, -2.057, -5.505], [3.390, -0.755, 0.379], [0.280, -0.765, -0.203], [3.796, -2.788, 1.217], [1.054, 0.548, -6.297], [-3.666, 1.734, 1.388], [0.527, -3.282, -4.930], [3.521, 0.647, -0.076], [0.073, 1.245, 2.075], [3.259, 1.328, 0.739], [-2.034, 0.971, -0.418], [5.457, -1.367, 0.965], [2.195, -1.381, 0.401], [1.623, -4.592, 0.800], [-0.008, 2.641, 4.024], [0.226, -2.410, -1.415], [1.344, -3.615, 1.199], [-2.818, -0.504, 1.490], [2.826, 0.829, -0.895], [-2.318, 1.584, -2.454], [0.375, -3.390, -3.549], [1.282, 1.197, -2.987], [0.568, 1.722, 5.890], [1.060, 0.402, -5.225], [0.868, -0.898, -4.711], [-0.294, 2.028, -1.039], [-3.175, 2.616, -1.285], [-0.222, 2.502, 2.666], [0.451, -2.291, -2.687], [0.411, 1.572, 4.831], [0.403, -1.060, 2.374], [-1.459, 4.005, -0.133], [0.792, -1.030, -3.298], [-1.455, -0.203, -0.900], [-0.275, 4.170, 4.790], [1.397, 2.456, -4.729], [-3.784, 0.988, -1.662], [0.577, 0.324, 4.288], [4.539, 0.861, -0.396], [1.529, 1.994, -2.294], [0.034, 1.042, 0.763], [-2.215, -1.297, 1.073], [-2.861, 0.731, 0.851], [0.389, -3.314, 0.786], [1.229, -3.713, 2.282], [-0.741, 3.538, 1.793], [-0.928, 4.520, 2.204], [-4.381, 1.513, 2.556], [4.243, -3.675, 1.634]],
  "mulliken_charge": [0.6810, 0.4107, 0.4989, 0.4313, 0.0098, -0.2310, -0.6917, -0.9974, 0.2189, 0.4094, -1.6287, 0.3176, -0.2740, -0.5084, -1.8976, -1.1109, -0.1007, 0.3979, 0.6627, 0.2999, 1.2480, -0.9435, 0.4268, -0.3595, -0.4473, -0.6403, -0.2495, 0.1909, 1.9173, 0.5294, 1.0062, 0.4523, 1.0769, -0.4113, -1.2949, 0.0305, -0.2409, 0.4370, -0.3975, 0.1486, 0.4746, -0.8541, -0.2516, 0.1229, 0.3496, 0.0681, 0.3389, -0.5608, -0.5678, 0.5106, 0.2902, -0.9842, -0.2619, 0.4240, 0.4448, 0.2255, 0.4774, 0.5997, 0.1936, 0.4563, -0.0999, 0.0109, 0.3285, -1.1409, 0.4129, -0.9328, 0.5485]
}

Entry 5:
{
  "formula": "CH5N3S",
  "method": "ωB97M-V/def2-TZVPD",
  "gap_ev": 9.0196,
  "de_lowest_ev": 3.816,
  "e_lumo_ha": 0.035,
  "symbols": ["N", "N", "H", "H", "N", "H", "S", "C", "H", "H"],
  "coordinates": [[0.523, 0.929, 0.238], [0.934, -0.207, -0.104], [-0.917, -0.911, -0.475], [2.022, 0.957, 0.686], [2.176, -0.218, 0.340], [-2.132, -0.564, 0.751], [-1.089, 1.455, 0.096], [-1.715, -0.239, -0.290], [-2.473, -0.206, -1.060], [2.670, -0.995, -0.182]],
  "mulliken_charge": [-0.2664, 0.0087, 0.3287, 0.4179, -0.5578, 0.2414, -0.0230, -0.7022, 0.2970, 0.2557]
}

Entry 6:
{
  "formula": "C40H33N2O2P2PdS3Se",
  "method": "ωB97M-V/def2-TZVPD",
  "gap_ev": 6.8939,
  "total_charge": 1,
  "de_lowest_ev": 1.998,
  "e_lumo_ha": -0.114,
  "symbols": ["C", "C", "C", "H", "C", "C", "C", "C", "H", "C", "C", "H", "H", "H", "H", "N", "H", "C", "C", "C", "C", "C", "H", "C", "H", "C", "C", "H", "C", "C", "S", "C", "H", "H", "C", "Se", "C", "H", "H", "C", "C", "H", "C", "H", "C", "O", "C", "H", "H", "H", "H", "C", "H", "C", "H", "H", "H", "C", "C", "H", "C", "C", "H", "C", "H", "C", "H", "P", "S", "C", "H", "C", "S", "H", "C", "H", "C", "C", "N", "H", "H", "O", "Pd", "P"],
  "coordinates": [[-5.377, -0.064, 1.492], [4.771, 2.998, 2.933], [3.397, 2.909, 3.122], [3.293, 1.586, -5.252], [5.300, 2.946, 1.652], [4.381, -0.373, -1.183], [2.729, 1.925, -3.213], [-4.229, 1.157, 0.016], [1.484, 2.701, 2.177], [-3.000, -2.041, -1.672], [1.743, -0.806, 3.779], [4.474, 3.745, -5.467], [-3.131, 0.322, 2.981], [2.198, 0.986, -3.109], [-2.988, -2.259, 1.718], [-5.274, 0.595, -0.620], [-5.456, 0.762, -1.595], [-7.170, -0.931, 0.103], [2.557, 2.765, 2.033], [4.459, 2.801, 0.559], [1.419, -0.629, 2.447], [3.160, -2.155, -2.244], [-4.397, -2.969, -2.972], [-6.022, -0.170, 0.263], [-7.676, -1.009, -0.849], [3.081, 2.705, 0.742], [-5.861, -0.701, 2.625], [-2.425, -1.602, -2.476], [-4.124, -2.807, -1.936], [5.412, -1.657, -2.928], [0.213, 3.479, -0.405], [3.579, -1.478, 1.801], [5.427, 3.115, 3.785], [4.210, -3.218, -3.776], [5.473, -0.633, -1.993], [-3.046, 2.339, -0.804], [-4.437, -3.180, 0.425], [0.455, -0.211, 2.177], [3.253, -1.432, 5.170], [2.994, -1.304, 4.127], [3.339, 2.266, -4.411], [4.443, 0.420, -0.445], [-7.003, -1.466, 2.467], [-3.805, 1.973, 2.947], [3.444, 4.022, -2.260], [-6.715, -4.112, -2.275], [3.907, -1.636, 3.141], [-5.008, -3.639, 1.220], [4.881, 2.770, -0.438], [-8.533, -2.192, 1.150], [6.370, -0.037, -1.895], [1.185, 0.853, -0.590], [-5.377, -0.603, 3.587], [4.047, 4.361, -3.458], [-6.248, -3.521, -2.876], [4.879, -2.027, 3.410], [-2.441, 1.546, 1.886], [-3.318, -2.413, 0.699], [-7.645, -1.581, 1.229], [2.983, 2.958, 4.120], [-4.854, -3.365, -0.886], [3.216, -1.130, -1.307], [3.473, 4.718, -1.429], [-3.356, 1.180, 2.349], [4.551, 5.312, -3.558], [2.792, 2.796, -2.130], [2.263, -2.748, -2.369], [1.924, 2.380, -0.611], [0.332, -2.087, -0.720], [-2.613, -1.843, -0.351], [6.264, -1.863, -3.561], [2.336, -0.966, 1.447], [-1.208, -0.836, 0.058], [-7.418, -1.981, 3.322], [4.259, -2.418, -3.049], [4.295, -1.761, 1.042], [4.000, 3.479, -4.532], [-6.109, -4.176, -1.074], [-4.273, 0.766, 1.300], [1.028, -0.548, 4.549], [6.369, 3.023, 1.502], [-6.576, -4.836, -0.194], [-0.759, 1.404, -0.379], [1.827, -0.646, -0.258]],
  "mulliken_charge": [0.7190, -0.6300, -0.6415, 0.4424, -0.7208, -0.2154, -0.4058, -0.5896, 0.2863, -0.9323, -0.9092, 0.4145, 0.3690, 0.2487, 0.5674, 0.2718, 0.2888, -1.0227, -0.5675, -0.3105, -0.1232, -0.6814, 0.3179, 0.4890, 0.4921, 0.8803, -0.6080, 0.5554, -0.9466, -0.6918, -0.6298, -0.0456, 0.4094, 0.4286, -0.7956, -0.1466, -0.9595, 0.2780, 0.4223, -0.5338, -0.7530, 0.5403, -0.8072, 0.3510, -0.3201, -0.4926, -0.9355, 0.5459, 0.4228, 0.4359, 0.4823, -0.8970, 0.4582, -0.7190, 0.2997, 0.4402, 0.1834, -0.4056, -0.4547, 0.4525, 1.0737, 0.3140, 0.4605, -0.9236, 0.4126, 0.9510, 0.3343, 1.4459, -0.4984, 0.4637, 0.4119, 0.9764, 0.3287, 0.4235, -0.6661, 0.4342, -0.5035, 0.4945, 0.4559, 0.4344, 0.4473, -0.5249, -0.4301, 1.0826]
}

| no. | strongest force on any atom (Eh/bohr) |
| --- | --- |
| 1 | 0.0866 |
| 2 | 0.0810 |
| 3 | 0.1466 |
| 4 | 0.0332 |
| 5 | 0.0738 |
| 6 | 0.0180 |